# C4H35NO14S

14 unconnected molecules or ions with the total composition C4H35NO14S (the ωB97M-V functional and the def2-TZVPD basis, the OMol25 dataset).

Values from the calculation:
Net charge = -2
HOMO energy = -1.6 eV
Maximum force = 7.46 eV/Å
HOMO-LUMO gap = 0.2300 hartree
Energy above the lowest of the compared OMol25 structures with the same formula, charge and spin = 5.086 eV
M = 353.384 g/mol

Element x y z (Å)
C  0.783208  0.070435  1.110033
N  -0.154456  0.221606  -0.018141
C  0.474006  -0.230534  -1.379883
O  0.237953  -1.673994  -1.595214
C  0.405649  1.065110  2.077364
C  1.452856  1.260654  3.284448
S  0.878618  2.780715  4.126576
H  1.852984  0.323436  0.700772
H  0.748144  -0.948435  1.416674
H  -1.035491  -0.172383  -0.145652
H  1.563923  -0.111063  -1.428740
H  -0.019552  0.292838  -2.144320
H  -0.607403  1.228271  2.586464
H  0.475736  2.110455  1.523865
H  2.509198  1.140966  2.866934
H  1.249366  0.408832  3.971592
H  1.146689  -3.180320  -1.124314
H  2.468024  -2.786649  -1.572672
O  2.084115  -3.574487  -1.188069
H  -2.712877  0.591221  -2.639479
H  -1.906711  -0.689625  -2.222264
O  -2.714086  -0.299871  -2.642698
H  4.334350  1.516626  -1.164793
H  3.308473  0.347684  -1.072219
O  4.026406  0.694357  -1.567021
H  -3.818611  -0.760815  1.876268
H  -2.517307  -1.562137  1.493908
O  -3.093097  -1.165596  2.125906
H  0.172967  -1.462302  -3.111591
H  -0.255935  -1.670537  -4.675063
O  -0.110419  -1.001818  -4.058972
H  -2.550036  -2.524237  -0.753527
H  -1.001925  -2.051237  -0.882368
O  -1.878862  -2.206628  -0.215120
H  -2.298861  -1.750404  -3.456296
H  -1.688439  -2.878045  -2.706996
O  -2.346166  -2.787279  -3.275805
H  0.620919  -2.187364  3.916920
H  1.372389  -0.861932  4.440618
O  1.048735  -1.761532  4.669451
H  -3.252253  1.743588  1.119989
H  -1.991414  2.820768  1.784105
O  -2.935983  2.517175  1.446013
H  1.930952  3.127304  0.249062
H  1.150921  2.266209  -0.806470
O  1.921745  2.670870  -0.632122
H  1.141557  4.697612  1.113723
H  1.532365  3.863871  2.464270
O  1.765427  4.172134  1.623164
H  0.422125  -4.341235  -0.052999
H  -0.799015  -3.570124  0.374043
O  -0.335769  -4.364537  0.471352
H  -1.095514  4.076804  -1.534561
H  -0.665178  2.977265  -2.417342
O  -1.294440  3.588313  -2.348803

Atoms 1-2, force components in eV/Å:
-0.309 -0.655 -2.665
4.283 1.204 -4.527